Record 1
Below is a molecular structure, C37H46N4O6RhS3SiTe, with properties calculated with ωB97M-V/def2-TZVPD.

Structure (XYZ):
```
99
C37H46N4O6RhS3SiTe ωB97M-V/def2-TZVPD
Rh 0.1971 -0.2246 1.0202
S -5.6422 -2.9380 -2.9960
N -4.0800 -3.3269 -3.0608
C -3.4949 -2.6798 -2.0669
C -2.0739 -2.7258 -1.7481
C -1.1348 -3.4285 -2.5060
C 0.1866 -3.3961 -2.1330
C 0.5444 -2.6717 -0.9997
N -0.3423 -2.0030 -0.2766
C -1.6339 -2.0027 -0.6465
C -2.5627 -1.1667 0.1410
N -2.0398 -0.4502 1.1500
C -2.8245 0.3571 1.8506
C -4.1845 0.4913 1.5869
C -4.7323 -0.2397 0.5603
C -3.9130 -1.0934 -0.1795
C -4.3883 -1.8910 -1.3024
N -5.6397 -1.9484 -1.7254
H -1.4672 -3.9785 -3.3774
H 0.9459 -3.9235 -2.6936
H 1.5706 -2.6372 -0.6532
H -2.3482 0.9054 2.6546
H -4.7841 1.1656 2.1822
H -5.7830 -0.1655 0.3074
Te 0.4063 -2.7332 3.0636
C 0.8009 -4.4390 1.8774
C 2.0633 -5.0170 1.9663
C 2.3577 -6.1625 1.2340
C 1.3898 -6.7354 0.4226
C 0.1263 -6.1616 0.3384
C -0.1669 -5.0112 1.0578
C -1.3161 -3.5770 3.9489
C -2.5274 -3.7039 3.2781
C -3.5859 -4.3652 3.8850
C -3.4410 -4.8859 5.1652
C -2.2435 -4.7288 5.8476
C -1.1779 -4.0713 5.2424
H 2.8210 -4.5808 2.6061
H 3.3406 -6.6106 1.3092
H 1.6162 -7.6318 -0.1399
H -0.6350 -6.6103 -0.2888
H -1.1561 -4.5764 0.9850
H -2.6592 -3.2740 2.2918
H -4.5264 -4.4704 3.3590
H -4.2661 -5.4080 5.6325
H -2.1345 -5.1182 6.8518
H -0.2448 -3.9550 5.7788
C 3.1919 0.5756 4.0751
S 2.0553 0.4903 2.7539
O 2.1154 1.7082 1.9724
O 2.3926 -0.7085 1.9451
O 0.7006 0.2966 3.3384
H 4.1887 0.6932 3.6524
H 3.1154 -0.3462 4.6504
H 2.9245 1.4376 4.6848
C -0.3907 1.8872 -4.3241
C -0.5258 3.3256 -3.8458
C 0.3790 4.2470 -4.6483
C -1.9702 3.7809 -3.9017
O -0.1382 3.4438 -2.4547
Si 1.0441 2.8383 -1.5387
S 0.2597 0.8379 -1.0219
O 1.3245 3.7903 -0.2805
C 0.4743 4.5785 0.5963
C -0.7196 3.7403 1.0292
C 1.3443 4.9466 1.7813
C 0.0276 5.8156 -0.1668
O 2.3682 2.5034 -2.3895
C 3.7773 2.3659 -2.0661
C 4.3564 3.7610 -1.8961
C 3.9236 1.5512 -0.7931
C 4.3914 1.6525 -3.2531
H -0.6663 1.8267 -5.3785
H -1.0456 1.2243 -3.7529
H 0.6396 1.5350 -4.2181
H 0.0993 4.2284 -5.7027
H 1.4203 3.9308 -4.5563
H 0.2924 5.2716 -4.2818
H -2.3305 3.7682 -4.9319
H -2.0617 4.7971 -3.5141
H -2.6007 3.1215 -3.3010
H -0.3734 2.8275 1.5162
H -1.3397 3.4755 0.1657
H -1.3341 4.3027 1.7341
H 1.7059 4.0472 2.2832
H 0.7721 5.5493 2.4883
H 2.2033 5.5290 1.4438
H -0.5314 5.5377 -1.0611
H 0.8971 6.4032 -0.4679
H -0.6075 6.4377 0.4672
H 3.8573 4.2825 -1.0768
H 4.2220 4.3398 -2.8121
H 5.4232 3.7014 -1.6748
H 3.4558 2.0570 0.0545
H 4.9815 1.4024 -0.5677
H 3.4555 0.5689 -0.9080
H 4.2575 2.2399 -4.1630
H 3.9205 0.6775 -3.3950
H 5.4601 1.5038 -3.0893
```

The total energy comes out at -108044.879 eV. The value obtained for the largest force on an atom is 0.88 eV/Å. The total charge is +1. For the HOMO energy (spin up / spin down), the calculation gives -10.5 / -10.5 eV. Its spin multiplicity is 5. Its HOMO-LUMO gap (spin up / spin down) is 7.2 / 5.6 eV. Its energy relative to the best compared isomer or geometry (same formula, charge and spin) is 0.704 eV.



Record 2
Below is 2 unconnected molecules or ions with the total composition C4H9NOS at a distorted geometry, with properties calculated with ωB97M-V/def2-TZVPD.

Structure (XYZ):
```
16
C4H9NOS ωB97M-V/def2-TZVPD
C -0.1002 0.3726 -0.1934
C 0.2580 1.5988 -0.9370
C 1.1313 -0.1787 0.5379
C -1.4957 -1.2719 0.5816
N -1.2707 -0.1438 -0.2414
O 2.5568 3.5673 -2.2234
S 2.7002 2.5911 -3.3255
H -0.6471 2.2583 -1.0024
H 0.4143 1.4333 -1.9751
H 1.0709 2.0444 -0.5703
H 1.9029 0.3409 0.1702
H 1.2452 -1.2437 0.2334
H 1.0366 -0.0624 1.6754
H -0.9859 -1.3354 1.5992
H -2.5905 -1.5144 0.6376
H -1.1885 -2.2925 0.0774
```

The total energy comes out at -18663.420 eV. The value obtained for the largest force on an atom is 5.23 eV/Å. As for the structure (SMILES): CN=C(C)C.O=S. The total charge is 0. For the HOMO energy (spin up / spin down), the calculation gives -9.3 / -9.3 eV. Its HOMO-LUMO gap (spin up / spin down) is 7.6 / 7.6 eV. Its energy relative to the best compared isomer or geometry (same formula, charge and spin) is 4.107 eV.



Record 3
Below is 2 unconnected molecules or ions with the total composition C2H5NO4 at a distorted geometry, with properties calculated with ωB97M-V/def2-TZVPD.

Structure (XYZ):
```
12
C2H5NO4 ωB97M-V/def2-TZVPD
C -1.2082 -0.3871 -0.0555
O -2.3661 0.1650 -0.4523
O -1.4589 -1.2567 0.9384
O -0.2708 -0.6058 -0.9075
H -2.2208 0.4753 -1.3592
H -0.5938 -1.6018 1.2337
N 1.7878 1.0055 -0.2905
C 0.9975 0.1858 0.4730
O 1.3270 -0.7005 1.2232
H 1.4107 1.3364 -1.1654
H 2.7444 0.6833 -0.3548
H -0.1486 0.7007 0.7170
```

The total energy comes out at -11833.722 eV. The value obtained for the largest force on an atom is 6.61 eV/Å. As for the structure (SMILES): O=C(O)O.NC=O. The total charge is 0. For the HOMO energy, the calculation gives -9.9 eV. Its HOMO-LUMO gap is 10.1 eV. Its energy relative to the best compared isomer or geometry (same formula, charge and spin) is 3.070 eV.



Record 4
Below is 6 unconnected molecules or ions with the total composition CH16N2O5 at a distorted geometry, with properties calculated with ωB97M-V/def2-TZVPD.

Structure (XYZ):
```
24
CH16N2O5 ωB97M-V/def2-TZVPD
N -0.0101 2.6364 -0.7294
C -0.3295 1.2144 -0.9917
N -0.4858 0.9773 -2.4156
H -0.7264 3.1814 -1.2179
H -0.0674 2.6699 0.2967
H 0.5509 0.6326 -0.7340
H -1.2100 0.7860 -0.4263
H 0.4134 1.1070 -2.9315
H -1.2632 1.4765 -2.8533
H 2.7426 -1.7065 -0.0278
H 1.1421 -1.3573 -0.8649
O 2.0166 -1.1458 -0.2781
H -1.6514 -2.4867 0.5887
H -1.6430 -1.2824 1.4441
O -2.0701 -1.7148 0.6615
H -0.0367 0.0827 2.3758
H -1.1896 0.0068 3.5002
O -0.7704 -0.3994 2.7170
H 2.3753 0.1913 2.2376
H 1.9096 0.0716 0.9120
O 1.7505 0.6147 1.7489
H -0.7900 -1.2330 -0.5914
H -0.3551 -0.8574 -1.9558
O -0.2708 -1.5878 -1.3227
```

The total energy comes out at -14514.011 eV. The value obtained for the largest force on an atom is 5.76 eV/Å. As for the structure (SMILES): NCN.O.O.O.O.O. The total charge is 0. For the HOMO energy, the calculation gives -9.7 eV. Its HOMO-LUMO gap is 10.3 eV. Its energy relative to the best compared isomer or geometry (same formula, charge and spin) is 1.197 eV.



Record 5
Below is a molecular structure, C36H38CuF5N7O9Te2 at a distorted geometry, with properties calculated with ωB97M-V/def2-TZVPD.

Structure (XYZ):
```
98
C36H38CuF5N7O9Te2 ωB97M-V/def2-TZVPD
Cu -0.6468 0.5514 1.4141
C -3.0541 -5.1188 -4.4972
C -2.3255 -4.2789 -3.4837
C -1.0253 -3.8514 -3.7063
C -0.3344 -3.0905 -2.7698
C 1.0688 -2.6565 -3.1203
C -0.9667 -2.7420 -1.5651
Te 0.2897 -1.5634 -0.2858
N -0.7547 -1.4443 1.4584
C 0.2830 -1.1883 2.3376
O 1.4836 -1.2519 1.9608
C -0.0345 -1.1084 3.7974
C 0.9264 -1.5551 4.6963
C 0.6842 -1.4921 6.0602
C -0.5085 -0.9598 6.5313
C -1.4686 -0.5132 5.6329
C -1.2415 -0.6051 4.2682
C 1.4542 -3.3082 0.1500
C 2.8204 -3.1440 -0.0628
C 3.7125 -4.1757 0.1718
C 3.2316 -5.3915 0.6375
C 1.8781 -5.5447 0.8819
C 0.9635 -4.5153 0.6479
C -0.4905 -4.7597 0.9507
C -2.2886 -3.1331 -1.3305
C -3.1056 -2.7797 -0.1144
C -2.9315 -3.9071 -2.2957
H -2.6121 -5.0115 -5.4879
H -4.1055 -4.8364 -4.5589
H -3.0135 -6.1770 -4.2281
H -0.5329 -4.1012 -4.6405
H 1.2770 -2.8832 -4.1651
H 1.8121 -3.1747 -2.5121
H 1.2049 -1.5792 -2.9864
H 1.8600 -1.9377 4.3061
H 1.4303 -1.8531 6.7574
H -0.6914 -0.8944 7.5969
H -2.3962 -0.0880 5.9949
H -1.9926 -0.2679 3.5646
H 3.1955 -2.1832 -0.4009
H 4.7720 -4.0300 0.0031
H 3.9115 -6.2144 0.8207
H 1.5079 -6.4858 1.2741
H -0.5892 -5.5153 1.7309
H -1.0151 -5.1182 0.0618
H -0.9906 -3.8531 1.2875
H -2.5793 -2.1487 0.5909
H -3.4174 -3.6946 0.3975
H -4.0079 -2.2513 -0.4295
H -3.9543 -4.2171 -2.1011
C 4.4275 2.9803 2.7112
N 3.0668 2.5703 2.9830
C 2.2234 3.0854 3.9439
C 1.0244 2.4698 3.7535
N 1.1164 1.5958 2.7017
C 2.3472 1.6807 2.2700
H 4.8527 3.4243 3.6088
H 4.4601 3.7121 1.9029
H 5.0242 2.1127 2.4340
H 2.5434 3.8512 4.6285
H 0.1023 2.6009 4.2941
H 2.7513 1.1313 1.4347
F -2.5304 4.3420 0.6030
Te -0.8027 3.4711 0.6457
F -0.4387 4.9734 -0.4505
F 1.0679 3.7548 0.9415
F -0.7388 4.6227 2.1575
F -1.5834 2.9297 -1.0566
O -1.6795 2.1810 1.6743
O 0.2707 0.9330 -2.4572
C 0.5157 1.8554 -1.6928
O 0.4989 1.7824 -0.3944
C 1.0215 3.1598 -2.2555
C 2.1224 3.7737 -1.6802
C 2.5086 5.0152 -2.1442
C 1.8435 5.6789 -3.1538
C 0.7812 5.0110 -3.7306
C 0.3566 3.7661 -3.3086
N 0.0717 5.6663 -4.8495
O 0.4932 6.7396 -5.2335
O -0.8851 5.0910 -5.3246
N 3.6649 5.6801 -1.5085
O 3.8924 6.8326 -1.8155
O 4.3271 5.0311 -0.7236
H 2.6556 3.3047 -0.8690
H 2.1363 6.6645 -3.4762
H -0.4991 3.2903 -3.7629
C -4.6213 2.2694 -0.8989
N -3.7245 1.2548 -0.3807
C -2.8367 0.5861 -1.1552
N -3.0268 0.5807 -2.5162
O -1.9232 -0.0687 -0.6508
H -5.3926 2.4670 -0.1570
H -5.1174 1.9086 -1.8001
H -4.0919 3.2035 -1.1045
H -3.3371 1.4387 0.5394
H -3.4227 1.4096 -2.9274
H -2.2081 0.2282 -2.9908
```

The total energy comes out at -139619.035 eV. The value obtained for the largest force on an atom is 2.87 eV/Å. The total charge is -1. For the HOMO energy, the calculation gives -5.6 eV. Its HOMO-LUMO gap is 7.1 eV. Its energy relative to the best compared isomer or geometry (same formula, charge and spin) is 0.000 eV.



Record 6
Below is a single C3H2O2 molecule at a distorted geometry, with properties calculated with ωB97M-V/def2-TZVPD.

Structure (XYZ):
```
7
C3H2O2 ωB97M-V/def2-TZVPD
C 0.8434 0.6484 0.2319
C 0.7423 -0.2015 1.3694
C -0.7187 0.2278 0.8049
O -0.4232 1.3403 0.0935
O -0.5339 0.2552 2.1048
H 1.5811 0.6367 -0.6454
H -1.2503 -0.5710 0.3507
```

The total energy comes out at -7232.121 eV. The value obtained for the largest force on an atom is 2.05 eV/Å. The total charge is 0. For the HOMO energy, the calculation gives -9.5 eV. Its HOMO-LUMO gap is 9.9 eV. Its energy relative to the best compared isomer or geometry (same formula, charge and spin) is 4.782 eV.